*P*
ORCA calculation (wB97M-V/def2-TZVPD) on a structure of composition C5H7Br.

ORCA input file:
```
! RIJCOSX wB97M-V def2-TZVPD def2/J DEFGRID3
* xyz 0 1
C 0.7197 1.5628 -0.4261
C -0.2229 0.8795 -1.2014
C 0.1141 1.0993 0.9008
C -0.8666 0.3453 -0.0429
C 0.3292 -2.1609 0.0608
Br -2.6539 -0.1993 0.1145
H 1.6319 1.9847 -0.4558
H -0.3573 0.8967 -2.2134
H 0.5680 0.4838 1.6580
H -0.4362 1.8996 1.3311
H 0.3880 -2.5452 -0.8839
H -0.4639 -2.0798 0.6999
H 1.2500 -2.1665 0.4584
*
```

Computed properties:
E_HOMO (spin up / spin down): -7.609 / -8.501 eV
HOMO-LUMO gap (spin up / spin down): 8.0 / 8.5 eV
LUMO energy (spin up / spin down): 0.39 / -0.04 eV

Mulliken population analysis, charges in e, atoms 1 to 5: -0.442 -0.493 -0.349 -0.204 -1.174

---

*Q*
ORCA calculation (wB97M-V/def2-TZVPD) on an isolated molecule of C5H7Br.

ORCA input file:
```
! RIJCOSX wB97M-V def2-TZVPD def2/J DEFGRID3
* xyz 0 1
Br 1.4932 2.1122 0.3922
C 1.0070 0.4506 -0.5068
C 1.0635 -0.6710 0.6198
C -0.1825 -0.8977 1.0798
C -1.2013 0.0210 0.2533
C -0.4227 0.4297 -0.9310
H 1.9045 0.2650 -1.1734
H 1.9190 -1.2119 0.7677
H -0.4500 -1.6098 1.9406
H -2.0746 -0.6437 -0.0372
H -1.7626 0.8314 0.6904
H -0.5314 -0.3970 -1.6952
H -0.7620 1.3213 -1.4002
*
```

Computed properties:
E_HOMO: -9.403 eV
HOMO-LUMO gap: 10.4 eV
LUMO energy: 0.99 eV
SMILES string: Br[C@H]1C=CCC1

Mulliken population analysis, charges in e, atoms 1 to 5: -0.167 -0.178 -0.567 -0.296 -0.572

---

Stability summary: most stable *Q*, least stable *P*.

---

*P*
ORCA calculation (wB97M-V/def2-TZVPD) on an isolated molecule of C4H11N2O.

ORCA input file:
```
! RIJCOSX wB97M-V def2-TZVPD def2/J DEFGRID3
* xyz 0 2
O 1.7871 -1.6954 1.5360
C 1.3657 -0.4960 1.3634
C 0.5994 -0.2132 0.0873
C -0.0842 1.1728 0.2454
C -0.6997 1.6920 -1.0663
N -1.7558 0.6693 -1.4552
N -0.4054 -1.2846 -0.1261
H 1.3857 0.2815 2.1320
H 1.2569 -0.1386 -0.8029
H 0.6446 1.8236 0.6890
H -0.9449 1.0475 0.8870
H 0.0358 1.7493 -1.8561
H -1.2678 2.6195 -0.9274
H -2.6106 0.8911 -0.9611
H -1.4438 -0.3854 -1.0265
H -2.0368 0.7411 -2.4233
H -0.6341 -1.6508 0.7934
H -0.0095 -2.0839 -0.5933
*
```

Computed properties:
E_HOMO (spin up / spin down): -3.575 / -6.871 eV
expectation value of S²: 0.754
HOMO-LUMO gap (spin up / spin down): 3.4 / 6.6 eV
LUMO energy (spin up / spin down): -0.20 / -0.25 eV

Mulliken population analysis, charges in e, atoms 1 to 5: -0.713 -0.457 0.246 -0.977 -0.665

---

*Q*
ORCA calculation (wB97M-V/def2-TZVPD) on an isolated molecule of C4H11N2O.

ORCA input file:
```
! RIJCOSX wB97M-V def2-TZVPD def2/J DEFGRID3
* xyz 0 2
O 0.8124 -2.6096 0.0817
C 0.8804 -1.3749 0.3088
C -0.4141 -0.5967 0.4013
C -0.4973 0.5441 -0.6492
C 0.8023 1.3563 -0.8822
N 1.2833 1.7845 0.4682
N -1.5209 -1.5583 0.3997
H 1.8383 -0.9021 0.5790
H -0.3115 0.0586 1.3249
H -1.2867 1.1690 -0.1753
H -0.9277 0.2229 -1.6131
H 0.5465 2.0967 -1.6280
H 1.6246 0.6385 -1.1038
H 0.6209 2.2024 1.1097
H 2.0256 2.4707 0.3975
H -1.8952 -1.7037 -0.5786
H -1.1960 -2.4924 0.6842
H -2.3851 -1.3060 0.8751
*
```

Computed properties:
E_HOMO (spin up / spin down): -3.722 / -7.768 eV
expectation value of S²: 0.754
HOMO-LUMO gap (spin up / spin down): 4.0 / 7.8 eV
LUMO energy (spin up / spin down): 0.24 / 0.01 eV

Mulliken population analysis, charges in e, atoms 1 to 5: -0.772 -0.468 0.107 -1.081 -0.624

---

*R*
ORCA calculation (wB97M-V/def2-TZVPD) on a cluster of 2 separate species, C4H11N2O in total.

ORCA input file:
```
! RIJCOSX wB97M-V def2-TZVPD def2/J DEFGRID3
* xyz 0 2
C -1.2860 -0.1994 -2.3675
N -1.5059 -1.3568 -1.7018
O -0.2937 0.5300 -2.1649
H -1.9727 -0.0324 -3.2402
H -1.2064 -1.4230 -0.7653
H -2.3027 -1.9201 -1.9632
C -0.6376 0.2915 1.8778
C 0.8931 0.1083 1.7323
C 1.8190 0.3613 -0.5958
N 1.4627 0.8114 0.5313
H -0.9141 1.3791 1.9480
H -1.1467 -0.1548 1.0515
H -1.0042 -0.1450 2.8374
H 1.4145 0.5539 2.6186
H 1.2027 -0.9810 1.6009
H 2.0820 1.0645 -1.3948
H 1.8589 -0.7060 -0.7265
H 1.5369 1.8186 0.7223
*
```

Computed properties:
E_HOMO (spin up / spin down): -4.337 / -9.622 eV
expectation value of S²: 0.753
HOMO-LUMO gap (spin up / spin down): 5.2 / 10.5 eV
LUMO energy (spin up / spin down): 0.86 / 0.84 eV

Mulliken population analysis, charges in e, atoms 1 to 5: 0.101 -0.320 -0.486 0.287 0.232

---

Stability summary: most stable *R*, least stable *Q*.

---

*P*
ORCA calculation (wB97M-V/def2-TZVPD) on a cluster of 3 separate species, C2H9NO3 in total.

ORCA input file:
```
! RIJCOSX wB97M-V def2-TZVPD def2/J DEFGRID3
* xyz 0 1
N -2.5747 -0.6816 -1.0122
C -2.3636 -0.6283 0.3969
C -1.1373 -1.4123 0.9985
O -1.2787 -2.5461 1.3360
H -2.5822 -1.5598 -1.4684
H -2.0565 0.0319 -1.4978
H -2.3336 0.3870 0.8071
H -3.1863 -1.0162 1.0128
H -0.2927 -0.7065 1.1143
O 2.3694 4.1977 1.5032
H 1.4217 4.1077 1.2947
H 2.9738 4.2263 0.7830
O 3.5740 -1.4672 -1.3797
H 3.0740 -1.7984 -2.1077
H 4.3926 -1.1342 -1.7807
*
```

Computed properties:
E_HOMO: -8.860 eV
HOMO-LUMO gap: 9.3 eV
LUMO energy: 0.46 eV
SMILES string: NCC=O.O.O

Mulliken population analysis, charges in e, atoms 1 to 5: -0.469 -0.493 0.119 -0.443 0.206

---

*Q*
ORCA calculation (wB97M-V/def2-TZVPD) on a cluster of 3 separate species, C2H9NO3 in total.

ORCA input file:
```
! RIJCOSX wB97M-V def2-TZVPD def2/J DEFGRID3
* xyz 0 1
N 0.2283 0.1343 0.8006
C -0.6252 1.1593 0.3051
C -0.0988 1.1660 -1.1974
O -0.2115 0.1691 -1.8596
H 0.8123 -0.5399 0.3755
H 0.1997 -0.0759 1.7703
H -0.3221 2.0723 0.9773
H -1.7071 0.9230 0.3135
H 0.1754 2.0750 -1.7214
O -0.7375 -2.1219 3.6494
H -0.4012 -2.9160 3.3185
H 0.0695 -1.8187 4.0658
O 0.9861 0.2252 -3.7537
H 0.1686 -0.1543 -3.9480
H 1.4635 -0.2975 -3.0959
*
```

Computed properties:
E_HOMO: -8.722 eV
HOMO-LUMO gap: 9.4 eV
LUMO energy: 0.66 eV
SMILES string: NCC=O.O.O

Mulliken population analysis, charges in e, atoms 1 to 5: -0.394 -0.227 -0.091 -0.480 0.151

---

*R*
ORCA calculation (wB97M-V/def2-TZVPD) on a cluster of 3 separate species, C2H9NO3 in total.

ORCA input file:
```
! RIJCOSX wB97M-V def2-TZVPD def2/J DEFGRID3
* xyz 0 1
N 1.1443 0.4443 -0.8581
C -0.1064 1.0000 -1.2656
C -1.3298 0.4768 -0.4442
O -1.5123 0.8038 0.6887
H 1.9747 0.6936 -1.3628
H 1.1486 -0.5560 -0.7395
H -0.2974 0.7748 -2.3373
H -0.1287 2.0810 -1.1363
H -1.9372 -0.2863 -0.9791
O 4.0332 -4.2419 0.6820
H 3.7036 -3.3900 0.3726
H 3.2601 -4.6434 1.0333
O -3.3854 2.0328 2.4044
H -4.0343 2.5008 1.8636
H -2.5330 2.3096 2.0783
*
```

Computed properties:
E_HOMO: -9.583 eV
HOMO-LUMO gap: 9.9 eV
LUMO energy: 0.33 eV
SMILES string: NCC=O.O.O

Mulliken population analysis, charges in e, atoms 1 to 5: -0.524 -0.260 -0.022 -0.421 0.203

---

Stability summary: most stable *R*, least stable *Q*.

---

*P*
ORCA calculation (wB97M-V/def2-TZVPD) on a structure of composition C3H7NOS2.

ORCA input file:
```
! RIJCOSX wB97M-V def2-TZVPD def2/J DEFGRID3
* xyz 0 1
N 1.9205 0.9414 -0.3797
C 0.8624 -0.0608 -0.2426
C 1.3608 0.1088 1.3042
O 0.6739 0.6009 2.1715
C -0.6707 0.0927 -0.1939
S -1.7307 -1.3831 -0.4551
S -3.8306 -0.9446 -0.3762
H 1.6983 1.8145 -0.8450
H 2.8498 0.7213 -0.7104
H 0.9620 -1.1640 -0.3391
H 1.7348 -0.9268 1.5768
H -0.9826 0.0797 0.8500
H -1.0006 1.0440 -0.6754
H -3.8474 -0.9238 -1.6851
*
```

Computed properties:
E_HOMO: -8.377 eV
HOMO-LUMO gap: 8.5 eV
LUMO energy: 0.12 eV

Mulliken population analysis, charges in e, atoms 1 to 5: -0.414 -0.068 0.091 -0.469 -0.562

---

*Q*
ORCA calculation (wB97M-V/def2-TZVPD) on an isolated molecule of C3H7NOS2.

ORCA input file:
```
! RIJCOSX wB97M-V def2-TZVPD def2/J DEFGRID3
* xyz 0 1
N 0.7178 1.6660 -0.3455
C 0.3073 0.2844 -0.2904
C -1.0233 0.2395 0.5649
S -2.2215 -1.0785 0.2139
C 1.3171 -0.7054 0.2615
O 2.2987 -0.2725 0.7922
S 1.1332 -2.4260 -0.0967
H 1.4847 1.7110 -1.0388
H 1.2610 1.8511 0.5212
H 0.0879 0.1352 -1.3562
H -1.5472 1.1872 0.4301
H -0.7792 0.2071 1.6342
H -2.9022 -0.3933 -0.7258
H -0.1343 -2.4057 -0.5646
*
```

Computed properties:
E_HOMO: -9.434 eV
HOMO-LUMO gap: 10.0 eV
LUMO energy: 0.59 eV
SMILES string: N[C@H](CS)C(=O)S

Mulliken population analysis, charges in e, atoms 1 to 5: -0.774 0.100 -0.865 -0.202 0.463

---

Stability summary: most stable *Q*, least stable *P*.

---

*P*
ORCA calculation (wB97M-V/def2-TZVPD) on a cluster of 2 separate species, C3H7NOS2 in total.

ORCA input file:
```
! RIJCOSX wB97M-V def2-TZVPD def2/J DEFGRID3
* xyz 0 1
C 2.4113 0.7634 -0.7807
C -1.4934 0.3360 -1.4278
C 1.0684 -1.2150 1.2447
N -0.7837 0.6704 1.0970
O 1.7521 0.5474 -1.6845
S -1.2817 1.6885 -0.2859
S 0.9175 0.5252 1.3861
H -2.0158 0.7839 -2.2083
H -2.1760 -0.3344 -1.0300
H -0.4883 -0.0854 -1.7276
H 1.7673 -1.6571 1.9803
H 1.2151 -1.6753 0.1952
H 0.1527 -1.5777 1.3926
H -1.0454 1.2301 1.8490
*
```

Computed properties:
E_HOMO: -8.633 eV
HOMO-LUMO gap: 9.3 eV
LUMO energy: 0.69 eV

Mulliken population analysis, charges in e, atoms 1 to 5: 0.101 -0.772 -0.870 -0.401 -0.187

---

*Q*
ORCA calculation (wB97M-V/def2-TZVPD) on an isolated molecule of C3H7NOS2.

ORCA input file:
```
! RIJCOSX wB97M-V def2-TZVPD def2/J DEFGRID3
* xyz 0 1
C -0.7124 -0.9546 0.1725
C -0.0684 -0.0709 1.1380
C 1.9556 0.1695 -0.7613
N -1.8528 -0.8851 -0.4018
O 0.1556 2.0647 -0.5685
S -2.8704 0.3698 -0.0819
S 0.9621 1.3188 0.3306
H -0.0132 -1.6801 -0.0033
H 2.4610 -0.6004 0.0025
H -0.6933 0.4432 1.7200
H 0.6017 -0.5342 1.7076
H 2.6415 0.8582 -1.1672
H 1.3433 -0.2080 -1.4212
H -3.9103 -0.2908 -0.6660
*
```

Computed properties:
E_HOMO: -8.547 eV
HOMO-LUMO gap: 9.1 eV
LUMO energy: 0.56 eV

Mulliken population analysis, charges in e, atoms 1 to 5: -0.027 -1.101 -0.991 -0.484 -0.524

---

Stability summary: most stable *P*, least stable *Q*.